[1]
Molecular formula: C19H21Br4IrN3O2Sb
Method: DFT, ωB97M-V with the def2-TZVPD basis set

As for the total energy: -318143.18541 eV. Its HOMO energy (spin up / spin down) is -11.1 / -11.1 eV. The calculation puts the frontier orbital gap (spin up / spin down) at 4.8 / 4.8 eV. The value obtained for the energy relative to the best compared isomer or geometry (same formula, charge and spin) is 184.8 kJ/mol.

ORCA input file:
```
! RIJCOSX wB97M-V def2-TZVPD def2/J DEFGRID3
* xyz 1 2
Ir 0.83403 -1.49909 0.54038
Br -4.33554 0.26232 5.05044
C -2.83032 0.16828 3.97128
C -1.89283 1.34002 3.94988
Br -2.30686 2.80679 4.99086
C -0.77252 1.35997 3.18640
Br 0.40935 2.80469 3.06848
C -0.47773 0.21979 2.37353
O 0.51512 0.15081 1.62109
C -1.41695 -0.95655 2.37883
O -1.10388 -1.86531 1.62988
C -2.60507 -0.92487 3.21990
Br -3.71166 -2.40939 3.13567
C -0.68037 -0.81210 -3.92575
C 0.46907 0.04309 -3.39788
C 1.83064 -0.56879 -3.72209
Sb 0.30756 0.31987 -1.28228
C -1.58651 1.24555 -0.88074
C -2.69957 0.19909 -0.86743
C -1.85663 2.38283 -1.86445
C 1.84174 1.75311 -0.79667
C 3.12827 1.01510 -0.42926
C 2.04641 2.76126 -1.92489
H -0.58791 -0.91341 -5.00978
H -1.65631 -0.37087 -3.72407
H -0.65826 -1.81717 -3.50040
H 0.39931 1.06198 -3.78566
H 1.92953 -1.56734 -3.29150
H 2.66169 0.04182 -3.36936
H 1.93534 -0.66753 -4.80516
H -1.44984 1.65891 0.12411
H -2.88025 -0.20426 -1.86402
H -3.63272 0.65988 -0.53225
H -2.48404 -0.64097 -0.20489
H -1.90686 2.01850 -2.89268
H -1.10101 3.16694 -1.80832
H -2.82185 2.84319 -1.63861
H 1.43808 2.25241 0.08619
H 3.56496 0.50587 -1.28985
H 2.97537 0.27518 0.35972
H 3.86902 1.72629 -0.05526
H 2.40848 2.28755 -2.83837
H 2.79652 3.49762 -1.62496
H 1.13360 3.31066 -2.16017
N 1.67068 -3.21615 1.08868
C 1.72064 -3.74884 2.14264
C 1.61736 -4.22518 3.40696
C 2.60178 -5.04080 4.03473
N 3.39251 -5.70752 4.53665
C 0.45356 -3.73626 4.07734
N -0.49510 -3.24699 4.51314
*
```

Which charges does Mulliken predict for the atoms? In e, they are: atom 1 (Ir): 1.539, atom 2 (Br): -0.057, atom 3 (C): 0.435, atom 4 (C): 0.483, atom 5 (Br): -0.050, atom 6 (C): -0.150, atom 7 (Br): -0.024, atom 8 (C): -0.014, atom 9 (O): -0.782, atom 10 (C): 0.749, atom 11 (O): -0.917, atom 12 (C): -0.184, atom 13 (Br): -0.005, atom 14 (C): -1.435, atom 15 (C): 0.314, atom 16 (C): -1.386, atom 17 (Sb): 0.162, atom 18 (C): 0.543, atom 19 (C): -1.272, atom 20 (C): -1.277, atom 21 (C): 0.539, atom 22 (C): -1.234, atom 23 (C): -1.290, atom 24 (H): 0.439, atom 25 (H): 0.299, atom 26 (H): 0.339, atom 27 (H): 0.404, atom 28 (H): 0.331, atom 29 (H): 0.273, atom 30 (H): 0.434, atom 31 (H): 0.194, atom 32 (H): 0.266, atom 33 (H): 0.414, atom 34 (H): 0.239, atom 35 (H): 0.246, atom 36 (H): 0.316, atom 37 (H): 0.477, atom 38 (H): 0.125, atom 39 (H): 0.232, atom 40 (H): 0.254, atom 41 (H): 0.437, atom 42 (H): 0.256, atom 43 (H): 0.482, atom 44 (H): 0.261, atom 45 (N): -0.621, atom 46 (C): 0.602, atom 47 (C): 0.230, atom 48 (C): 0.001, atom 49 (N): -0.391, atom 50 (C): 0.157, atom 51 (N): -0.382

[2]
Molecular formula: C23H46FNO10P
Method: DFT, ωB97M-V with the def2-TZVPD basis set

As for the total energy: -58549.66955 eV. Its HOMO energy is -4.0 eV. The calculation puts the frontier orbital gap at 5.7 eV.

ORCA input file:
```
! RIJCOSX wB97M-V def2-TZVPD def2/J DEFGRID3
* xyz -1 1
C 5.14606 1.89879 2.72063
C 3.86484 2.80453 2.17552
O 3.97327 3.16418 0.75101
C 4.98011 4.21088 0.51478
C 4.99211 4.47806 -1.12813
O 4.49565 3.22334 -1.75947
C 5.61398 2.29317 -1.97776
C 5.11053 0.71592 -1.88041
O 3.79732 0.64395 -1.22554
C 2.77913 -0.01036 -2.06657
P 2.69527 -1.87300 -1.62438
C 1.67336 -2.48209 -3.10478
C 0.80520 -1.37260 -3.91939
C -0.49585 -0.75704 -3.10517
C -1.71374 -1.82888 -2.87104
C -3.01941 -0.95145 -2.35581
C -3.86922 -1.65434 -1.14332
C -4.22160 -0.60118 0.06616
C -4.90386 0.80825 -0.42041
O -6.36933 0.82608 -0.10771
C -6.74711 2.13223 0.49188
C -6.52923 3.59922 -0.20814
O -7.34947 2.09371 1.68443
O 3.76803 -1.69942 -0.25286
C 3.03002 -1.51030 1.03899
C 1.51287 -2.17772 0.81747
F 0.37725 -1.47504 1.50045
C 1.66255 -3.80235 1.00327
C 0.88559 -4.24694 2.54548
C 1.41039 -3.29470 3.89944
O 1.83391 -4.86001 3.62645
O 1.23916 -1.78966 -0.60651
H 6.12253 2.08480 2.10286
H 4.84630 0.76572 2.53406
H 5.26230 2.14423 3.86420
H 2.90295 2.11112 2.29120
H 3.72228 3.77584 2.81221
H 6.07230 3.80441 0.76250
H 4.81914 5.18712 1.14165
H 6.10177 4.74115 -1.45245
H 4.27503 5.39292 -1.33914
H 6.43421 2.48784 -1.13396
H 6.12518 2.51876 -3.00585
H 5.87954 0.19479 -1.12964
H 5.20438 0.12326 -2.88498
H 3.05080 0.22246 -3.18090
H 1.76351 0.58083 -1.85514
H 3.92789 -1.95016 -2.41989
H 2.94785 -3.29903 -1.41612
H 0.89927 -3.28591 -2.68212
H 2.40234 -3.10599 -3.80723
H 1.45306 -0.52392 -4.45453
H 0.31642 -1.96146 -4.83882
H -0.23696 -0.24044 -2.09156
H -0.93626 0.09741 -3.81300
H -1.45019 -2.74207 -2.18742
H -2.03192 -2.27158 -3.93271
H -3.68103 -0.60749 -3.28018
H -2.56760 0.05633 -1.90242
H -3.19202 -2.49879 -0.66893
H -4.85694 -2.17446 -1.52629
H -4.99408 -1.10336 0.82276
H -3.27460 -0.32419 0.73555
H -4.82054 1.03399 -1.56626
H -4.37995 1.71195 0.15822
H -5.57864 4.18538 0.19126
H -7.45307 4.30889 0.03834
H -6.52365 3.51731 -1.39793
H 2.91123 -0.33576 1.18755
H 3.65767 -1.86674 1.95958
H 2.80060 -4.03857 1.14219
H 1.13170 -4.44493 0.18039
H -0.32097 -4.58899 2.50874
H 2.23199 -2.51854 3.59829
H 0.57991 -3.16129 4.71298
C -8.76591 0.21890 4.01366
N -8.96484 -0.44787 5.32872
O -9.18633 -1.66443 5.31883
O -8.89298 0.26875 6.33384
H -8.85575 -0.52778 3.22176
H -9.53838 0.98383 3.91179
H -7.76732 0.66051 4.01576
*
```

Which charges does Mulliken predict for the atoms? In e, they are: atom 1 (C): -0.580, atom 2 (C): -0.375, atom 3 (O): -0.159, atom 4 (C): -0.484, atom 5 (C): -0.463, atom 6 (O): -0.338, atom 7 (C): -0.172, atom 8 (C): -0.617, atom 9 (O): -0.194, atom 10 (C): -0.724, atom 11 (P): 0.369, atom 12 (C): -0.705, atom 13 (C): -0.663, atom 14 (C): -0.475, atom 15 (C): -0.404, atom 16 (C): -0.471, atom 17 (C): -0.473, atom 18 (C): -0.654, atom 19 (C): -0.226, atom 20 (O): -0.306, atom 21 (C): 0.563, atom 22 (C): -0.824, atom 23 (O): -0.529, atom 24 (O): -0.483, atom 25 (C): -0.239, atom 26 (C): 0.821, atom 27 (F): -0.423, atom 28 (C): -0.569, atom 29 (C): 0.055, atom 30 (C): -0.250, atom 31 (O): -0.445, atom 32 (O): -0.448, atom 33 (H): 0.221, atom 34 (H): 0.076, atom 35 (H): 0.279, atom 36 (H): 0.223, atom 37 (H): 0.367, atom 38 (H): 0.194, atom 39 (H): 0.322, atom 40 (H): 0.287, atom 41 (H): 0.271, atom 42 (H): 0.230, atom 43 (H): 0.210, atom 44 (H): 0.156, atom 45 (H): 0.445, atom 46 (H): 0.332, atom 47 (H): -0.140, atom 48 (H): -0.017, atom 49 (H): 0.035, atom 50 (H): 0.205, atom 51 (H): 0.372, atom 52 (H): 0.222, atom 53 (H): 0.424, atom 54 (H): 0.204, atom 55 (H): 0.288, atom 56 (H): 0.255, atom 57 (H): 0.216, atom 58 (H): 0.304, atom 59 (H): 0.227, atom 60 (H): 0.254, atom 61 (H): 0.264, atom 62 (H): 0.296, atom 63 (H): 0.268, atom 64 (H): 0.244, atom 65 (H): 0.248, atom 66 (H): 0.272, atom 67 (H): 0.298, atom 68 (H): 0.291, atom 69 (H): -0.153, atom 70 (H): 0.250, atom 71 (H): 0.290, atom 72 (H): 0.233, atom 73 (H): 0.266, atom 74 (H): 0.096, atom 75 (H): 0.254, atom 76 (C): -0.649, atom 77 (N): 0.828, atom 78 (O): -0.511, atom 79 (O): -0.514, atom 80 (H): 0.306, atom 81 (H): 0.272, atom 82 (H): 0.269

[3]
Molecular formula: C44H25AuF15GeI2NP2S
Method: DFT, ωB97M-V with the def2-TZVPD basis set

As for the total energy: -194094.03987 eV. Its HOMO energy is -13.3 eV. The calculation puts the frontier orbital gap at 7.2 eV. The value obtained for the energy relative to the best compared isomer or geometry (same formula, charge and spin) is 56.5 kJ/mol.

ORCA input file:
```
! RIJCOSX wB97M-V def2-TZVPD def2/J DEFGRID3
* xyz 2 1
Au 2.05274 -0.05911 -1.54209
C -1.48238 -3.04904 -0.72898
N -0.63543 -1.88297 -1.09329
P -1.33864 -0.34097 -1.06316
C -2.71439 -0.52275 0.03380
C -4.01887 -0.30412 -0.40789
C -5.07387 -0.57688 0.44941
C -4.82623 -1.03930 1.73391
C -3.52105 -1.21972 2.18583
C -2.45975 -0.94839 1.34379
C -1.90658 -0.01152 -2.74016
C -2.05270 1.27019 -3.28475
C -2.56273 1.41768 -4.56567
C -2.92882 0.30227 -5.30438
C -2.79226 -0.96944 -4.76432
C -2.27723 -1.13221 -3.49001
P 1.04312 -2.06375 -0.77974
C 1.08149 -2.62453 0.93892
C 1.15236 -1.69293 1.97318
C 1.10714 -2.10706 3.29605
C 0.97197 -3.45627 3.59329
C 0.88097 -4.39157 2.57121
C 0.94035 -3.98050 1.24820
C 1.67130 -3.42890 -1.77813
C 1.08388 -3.73064 -3.00445
C 1.64104 -4.70905 -3.81665
C 2.79230 -5.37074 -3.41382
C 3.39250 -5.05191 -2.20200
C 2.84113 -4.07677 -1.38516
H -2.50321 -2.90381 -1.07329
H -1.50073 -3.21587 0.34698
H -1.06237 -3.92298 -1.22550
H -4.20982 0.04393 -1.41445
H -6.09063 -0.43239 0.11108
H -5.65576 -1.25972 2.39251
H -3.33911 -1.57261 3.19249
H -1.43840 -1.09190 1.68596
H -1.78432 2.14717 -2.71850
H -2.68311 2.40811 -4.98267
H -3.32320 0.42177 -6.30471
H -3.08937 -1.83900 -5.33487
H -2.17515 -2.12822 -3.08187
H 1.24717 -0.64112 1.74178
H 1.18825 -1.38192 4.09535
H 0.93934 -3.78023 4.62503
H 0.76988 -5.44217 2.80355
H 0.89132 -4.71713 0.45591
H 0.19578 -3.19888 -3.32635
H 1.17966 -4.95008 -4.76534
H 3.22707 -6.13173 -4.04786
H 4.29041 -5.56852 -1.89084
H 3.32144 -3.82332 -0.44747
I 4.45389 -0.05285 -2.93515
C 3.64576 -0.96113 -4.68673
I 1.60331 -0.52403 -4.98416
H 3.77196 -2.03187 -4.57878
H 4.20930 -0.56970 -5.52482
F -0.05399 1.42851 4.16319
C -1.17435 1.81418 3.54400
C -1.13605 2.25755 2.22936
C -2.34721 2.61077 1.64904
F -2.36425 3.04282 0.37960
C -3.54250 2.55453 2.33214
F -4.67839 2.90681 1.74668
C -3.54408 2.11070 3.64602
F -4.68042 2.03109 4.30936
C -2.35795 1.73458 4.25651
F -2.36392 1.29673 5.50573
Ge 0.47541 2.43605 1.16672
S 0.10942 1.29505 -0.83149
C 0.73841 4.19915 0.43277
C -0.06166 5.30403 0.69261
F -1.13066 5.19652 1.47808
C 0.24384 6.54837 0.17165
F -0.52013 7.59445 0.43372
C 1.36909 6.69737 -0.62779
F 1.66626 7.87954 -1.12376
C 2.18651 5.61000 -0.90598
F 3.26111 5.75809 -1.66531
C 1.85190 4.38313 -0.37365
F 2.63049 3.31847 -0.64649
C 2.09307 2.09458 2.21116
C 3.11366 1.16686 2.09615
F 3.11483 0.25075 1.11571
C 4.19169 1.14011 2.96273
F 5.14683 0.23415 2.80767
C 4.26836 2.06483 3.99116
F 5.28348 2.03849 4.82793
C 3.27159 3.01864 4.13442
F 3.33111 3.90391 5.11289
C 2.21872 3.01813 3.24348
F 1.24906 3.93214 3.40379
*
```

Which charges does Mulliken predict for the atoms? In e, they are: atom 1 (Au): 0.126, atom 2 (C): -1.588, atom 3 (N): 0.340, atom 4 (P): 1.138, atom 5 (C): 0.970, atom 6 (C): -0.969, atom 7 (C): -0.823, atom 8 (C): -0.724, atom 9 (C): -1.062, atom 10 (C): 0.229, atom 11 (C): 0.419, atom 12 (C): -0.567, atom 13 (C): -0.737, atom 14 (C): -0.633, atom 15 (C): -0.817, atom 16 (C): -0.331, atom 17 (P): 1.558, atom 18 (C): 0.477, atom 19 (C): -0.319, atom 20 (C): -0.411, atom 21 (C): -0.885, atom 22 (C): -0.782, atom 23 (C): -0.790, atom 24 (C): 0.685, atom 25 (C): -0.445, atom 26 (C): -0.780, atom 27 (C): -0.643, atom 28 (C): -0.739, atom 29 (C): -0.776, atom 30 (H): 0.658, atom 31 (H): 0.339, atom 32 (H): 0.472, atom 33 (H): 0.531, atom 34 (H): 0.469, atom 35 (H): 0.474, atom 36 (H): 0.515, atom 37 (H): 0.138, atom 38 (H): 0.461, atom 39 (H): 0.471, atom 40 (H): 0.443, atom 41 (H): 0.467, atom 42 (H): 0.186, atom 43 (H): 0.028, atom 44 (H): 0.624, atom 45 (H): 0.452, atom 46 (H): 0.489, atom 47 (H): 0.487, atom 48 (H): 0.436, atom 49 (H): 0.482, atom 50 (H): 0.438, atom 51 (H): 0.470, atom 52 (H): 0.500, atom 53 (I): 0.134, atom 54 (C): -0.855, atom 55 (I): 0.162, atom 56 (H): 0.325, atom 57 (H): 0.487, atom 58 (F): -0.371, atom 59 (C): 0.622, atom 60 (C): -0.008, atom 61 (C): 0.157, atom 62 (F): -0.591, atom 63 (C): 0.280, atom 64 (F): -0.353, atom 65 (C): 0.673, atom 66 (F): -0.335, atom 67 (C): 0.376, atom 68 (F): -0.308, atom 69 (Ge): 1.016, atom 70 (S): -0.252, atom 71 (C): 0.525, atom 72 (C): 0.302, atom 73 (F): -0.284, atom 74 (C): 0.212, atom 75 (F): -0.266, atom 76 (C): 0.663, atom 77 (F): -0.267, atom 78 (C): 0.028, atom 79 (F): -0.268, atom 80 (C): -0.205, atom 81 (F): -0.276, atom 82 (C): 0.959, atom 83 (C): -1.209, atom 84 (F): -0.113, atom 85 (C): -0.109, atom 86 (F): -0.295, atom 87 (C): 0.655, atom 88 (F): -0.266, atom 89 (C): 0.291, atom 90 (F): -0.273, atom 91 (C): 0.280, atom 92 (F): -0.396

[4]
Molecular formula: H5NO
Method: DFT, ωB97M-V with the def2-TZVPD basis set

Its SMILES is N.O. As for the total energy: -3618.70025 eV. Its HOMO energy is -9.7 eV. The calculation puts the frontier orbital gap at 10.4 eV. The value obtained for the energy relative to the best compared isomer or geometry (same formula, charge and spin) is 21.2 kJ/mol.

ORCA input file:
```
! RIJCOSX wB97M-V def2-TZVPD def2/J DEFGRID3
* xyz 0 1
N 0.00000 0.00000 0.00000
H -0.27914 -0.34505 -0.92393
H -0.62525 0.77945 0.22837
H -0.20009 -0.74885 0.67068
O -2.16512 1.96391 -0.82371
H -2.81849 2.69812 -0.77597
H -1.84981 1.97267 -1.75578
*
```

Which charges does Mulliken predict for the atoms? In e, they are: atom 1 (N): -0.696, atom 2 (H): 0.218, atom 3 (H): 0.283, atom 4 (H): 0.216, atom 5 (O): -0.653, atom 6 (H): 0.315, atom 7 (H): 0.317